No. 1
18
Properties=species:S:1:pos:R:3:forces:R:3 method="wB97M-V/def2-TZVPD" orbital_gap_ev=9.58 e_homo_ev=-8.754 e_above_lowest_ev=1.081 smiles=NCCN.CO e_lumo_ev=0.826
C -1.852 -1.399 -1.791 0.2 -0.5 0.2
O -1.414 -1.054 -0.509 1.1 0.1 0.3
H -2.673 -2.123 -1.733 -0.2 0.2 0.0
H -2.198 -0.533 -2.367 0.1 0.0 -0.1
H -1.074 -1.940 -2.353 0.1 0.2 -0.2
N 1.070 -0.760 -0.438 0.5 0.2 1.4
C 1.400 0.243 0.627 -0.9 0.1 -1.2
C 0.188 1.111 0.943 -0.1 -0.3 0.6
N 0.611 2.199 1.846 -0.4 -0.1 -0.3
H -0.307 -0.990 -0.459 -2.5 -0.1 -0.3
H 1.257 -0.441 -1.377 0.5 -0.2 0.0
H 1.503 -1.631 -0.169 0.2 -0.1 -0.8
H 1.709 -0.307 1.511 0.3 0.1 0.0
H 2.155 0.913 0.229 0.5 0.0 0.5
H -0.221 1.495 0.010 0.0 0.2 0.0
H -0.612 0.524 1.414 0.1 -0.1 -0.4
H -0.136 2.885 1.832 0.2 0.2 0.1
H 0.594 1.808 2.783 0.1 0.2 0.1

=====

No. 2
11
Properties=species:S:1:pos:R:3:forces:R:3 method="wB97M-V/def2-TZVPD" orbital_gap_ev="7.31 / 7.32" e_homo_ev="-7.679 / -7.681" e_above_lowest_ev=3.208 e_lumo_ev="-0.367 / -0.365"
C 0.698 -1.409 0.258 1.3 0.4 -1.4
C 1.638 -0.622 -0.477 -1.1 -0.9 1.4
C -1.107 1.367 -0.675 -0.8 1.2 0.2
C 0.158 1.153 -0.077 -2.9 -2.4 -0.7
C -0.076 -2.139 0.834 1.3 2.0 -1.1
C 1.459 0.710 -0.392 2.6 2.8 -0.5
C -1.108 0.523 0.362 1.4 2.0 -0.9
H -1.779 1.902 -1.396 1.1 -0.7 0.7
H -0.378 -2.958 1.313 -1.5 -2.6 1.5
H 2.219 1.496 -0.783 -1.5 -1.5 0.5
H -1.724 -0.022 1.032 0.1 -0.4 0.3